Entry 1:
Formula: C9H28IO9
Source: the Open Molecules 2025 dataset
Level of theory: ωB97M-V/def2-TZVPD

```
47
Properties=species:S:1:pos:R:3:forces:R:3:mulliken_charge:R:1
I 0.40190 -0.90759 -1.52813 0.036 0.008 -0.003 -1.00
C 0.88564 4.07265 -6.39611 1.251 -0.251 0.707 -0.48
O 0.32494 2.82108 -6.59914 -0.997 -1.090 -0.441 -0.50
H 1.81300 3.86004 -5.86424 0.481 0.738 0.021 0.23
H 1.14408 4.49591 -7.36675 -0.338 0.361 0.178 0.21
H 0.28559 4.69042 -5.72796 -0.198 0.438 -0.396 0.21
H 0.50410 2.30231 -5.81150 -0.209 -0.230 -0.037 0.33
C -5.80712 -4.13664 4.24845 1.282 -0.277 -0.532 -0.39
C -4.43735 -3.83374 3.60371 -0.830 -0.518 -0.481 -0.36
O -4.54961 -4.03035 2.21312 -0.455 0.239 -0.955 -0.53
O -6.78959 -3.15491 4.09290 -0.168 0.857 0.588 -0.53
H -5.53159 -4.28842 5.29207 -0.769 0.181 0.297 0.31
H -6.22236 -5.05466 3.83260 0.454 -0.439 0.070 0.29
H -3.71571 -4.58687 3.92015 0.173 0.223 0.763 0.26
H -4.11840 -2.80852 3.79164 0.057 -0.053 0.481 0.32
H -3.92637 -3.46132 1.75554 0.060 -0.026 -0.102 0.32
H -6.98762 -3.02027 3.16324 0.220 -0.175 -0.153 0.31
C 4.88366 -4.85376 -4.80917 -0.597 -0.231 0.599 -0.47
C 3.98006 -5.89536 -5.48087 0.876 -0.242 -0.565 -0.27
O 2.65877 -5.50867 -5.73168 -0.261 0.500 -0.157 -0.52
O 4.60125 -4.89400 -3.40377 0.197 0.168 -0.058 -0.53
H 4.74728 -3.81802 -5.12020 -0.355 -0.124 -0.629 0.31
H 5.94311 -5.05084 -4.97297 0.017 -0.432 0.107 0.27
H 3.96911 -6.81434 -4.89478 0.284 0.048 0.521 0.25
H 4.40422 -6.21636 -6.43226 -0.013 0.304 -0.298 0.31
H 2.29457 -5.13347 -4.92658 -0.173 0.012 0.163 0.31
H 4.02403 -4.14753 -3.22713 -0.028 0.048 0.356 0.34
C 4.06624 0.86532 6.62959 0.735 0.966 -0.972 -0.33
C 3.63765 0.05208 5.40032 1.202 -1.452 0.776 -0.45
O 2.32694 0.19751 5.04468 -2.326 0.845 -0.133 -0.51
O 4.29037 2.23925 6.30628 -0.053 0.100 -0.342 -0.53
H 5.04262 0.51102 6.96013 -0.086 -0.283 0.060 0.27
H 3.39422 0.90559 7.48683 -0.434 -0.947 -0.191 0.26
H 3.79824 -0.99267 5.66645 0.225 -0.419 0.287 0.26
H 4.17598 0.16230 4.45897 1.188 0.715 0.562 0.36
H 2.26382 -0.00565 4.10855 -0.373 0.063 0.007 0.35
H 3.55493 2.46379 5.73154 -0.100 0.407 -0.093 0.31
C -3.52928 7.01992 -0.39202 1.314 -1.404 -1.702 -0.36
C -3.10095 5.46276 -0.67508 -0.381 2.189 0.706 -0.37
O -2.38167 4.89014 0.41805 -0.684 0.455 -0.465 -0.52
O -2.56481 7.95629 -0.89172 0.774 -0.068 0.200 -0.52
H -3.69782 7.27691 0.65375 -0.463 -0.651 0.037 0.27
H -4.33118 7.23664 -1.09778 -1.007 -0.670 0.765 0.30
H -2.51450 5.36625 -1.58878 0.129 0.557 -0.094 0.30
H -4.05065 4.97887 -0.90317 -0.154 -0.414 0.450 0.28
H -2.08088 4.03387 0.10510 0.185 -0.203 0.163 0.32
H -3.07886 8.75304 -1.04186 0.313 0.177 -0.065 0.30
```
Positions in Å, forces in eV/Å.

Properties
Charge   -1
E_tot   -1334.50176 hartree
Highest occupied orbital energy   -3.844 eV



Entry 2:
Formula: C24H42O21PS2Tl
Source: the Open Molecules 2025 dataset
Level of theory: ωB97M-V/def2-TZVPD

```
91
Properties=species:S:1:pos:R:3:forces:R:3:mulliken_charge:R:1
Tl 6.10535 7.85111 -8.36041 0.489 1.091 0.050 1.07
P 5.76411 5.21644 -10.10251 -0.567 -2.238 -2.436 -1.23
O 7.02377 5.37615 -9.18183 -1.221 -0.269 -0.697 0.20
O 5.82432 6.58396 -10.91008 -0.236 -1.259 1.215 0.14
O 4.61645 5.54796 -9.02953 1.999 -0.764 -1.865 -0.06
O 5.68867 3.92644 -11.03355 -0.029 3.990 3.382 0.16
C 8.08817 2.59188 -7.58906 1.277 1.784 0.360 -2.03
C 6.62293 2.91581 -7.35789 2.152 0.208 -1.102 1.50
C 5.76150 2.09236 -8.28809 -0.327 0.675 0.218 0.66
O 4.99204 1.37653 -7.35786 -1.635 -0.545 0.623 -0.36
C 5.21874 1.83608 -6.08618 -3.080 -4.614 2.998 0.44
O 4.62690 1.44280 -5.06216 1.329 1.622 -3.610 -0.63
O 6.30802 2.49502 -6.08590 1.380 1.674 2.022 -0.42
H 8.42260 3.10163 -8.49262 -0.091 -0.597 -0.512 0.34
H 8.45233 1.56993 -7.48361 -0.898 -0.317 -0.588 0.37
H 8.74071 3.07380 -6.86102 -0.308 0.405 0.515 0.47
H 6.36706 3.97527 -7.37108 0.508 0.126 -0.405 -0.05
H 6.40512 1.46568 -8.90545 -0.447 -0.326 -0.045 0.10
H 5.09605 2.71954 -8.88132 0.090 -0.234 -0.312 -0.50
C 6.55611 0.20489 -13.20267 0.028 0.954 -0.749 -1.41
C 5.90243 0.46506 -11.82953 1.316 -0.965 -1.735 1.32
C 4.40520 0.65242 -11.78123 1.048 0.837 -0.421 0.19
O 4.13127 -0.02587 -10.56259 -4.629 2.473 -0.598 -0.34
C 5.03095 -0.84138 -10.22459 2.372 -4.718 4.139 0.60
O 5.00467 -1.63109 -9.25618 -0.120 2.527 -3.108 -0.63
O 6.06692 -0.72700 -11.04657 1.461 0.098 -0.241 -0.45
H 6.37388 1.04455 -13.87339 -0.396 0.348 0.126 0.15
H 6.24677 -0.64375 -13.81276 -0.446 -0.346 0.699 0.41
H 7.64563 0.19590 -13.23376 0.070 -0.255 0.802 0.39
H 6.40606 1.31814 -11.37491 0.097 -0.087 0.340 -0.25
H 3.93628 0.28154 -12.69264 -0.461 -0.645 0.445 0.37
H 4.18008 1.71609 -11.70359 -0.284 -0.138 0.371 -0.24
C 2.22105 7.04749 -13.61383 -0.213 -0.299 1.012 -1.17
C 1.52063 6.14281 -12.62268 1.195 -1.116 -0.632 0.51
C 2.22639 5.91885 -11.29800 0.636 0.440 0.253 0.70
O 1.25313 6.37887 -10.35753 2.462 -1.366 1.642 -0.33
C 0.21220 6.83684 -10.97881 -3.070 1.870 1.633 0.54
O -0.74276 7.33906 -10.46668 0.069 -0.146 0.599 -0.59
O 0.32987 6.77013 -12.25533 -0.393 -0.535 -3.126 -0.37
H 3.26356 6.74245 -13.70450 -0.041 0.046 -0.443 0.16
H 2.16791 7.99507 -13.07777 0.292 0.433 -0.537 0.43
H 1.65804 7.08416 -14.54645 0.366 0.089 -0.016 0.35
H 1.37982 5.11532 -12.95812 -0.733 0.207 -0.805 0.32
H 3.16071 6.46984 -11.19051 -0.155 0.434 0.068 -0.32
H 2.50415 4.87558 -11.14794 -0.396 -0.084 0.246 -0.25
C 3.00512 4.89157 -6.14365 -0.147 -0.365 -1.737 -1.27
C 2.14011 4.85024 -7.47220 0.069 -0.286 3.519 0.87
C 2.15760 3.53109 -8.19097 2.168 0.202 -1.758 0.65
O 0.85020 3.06760 -8.27994 0.373 -1.585 -0.986 -0.39
C 0.07089 3.91756 -7.68851 -4.270 0.776 0.641 0.51
O -1.14853 3.87794 -7.67864 2.174 -0.130 0.032 -0.61
O 0.78345 4.84331 -7.07616 -0.635 2.144 0.807 -0.48
H 3.99767 5.08915 -6.54850 0.452 0.032 0.503 0.14
H 3.00290 3.91778 -5.65394 -0.032 -0.053 -0.068 0.35
H 2.73821 5.63879 -5.39632 -0.214 0.190 -0.451 0.37
H 2.39140 5.70629 -8.09841 -0.408 -0.072 0.014 0.04
H 2.80045 2.74565 -7.79357 0.054 0.137 0.020 0.29
H 2.46081 3.87359 -9.18034 0.352 -1.066 -0.462 -0.58
C 5.12448 3.67151 -14.23769 -0.220 0.351 -0.280 -1.61
C 6.03368 4.91316 -14.08246 -3.184 -2.062 1.216 1.51
C 7.28466 4.54295 -13.39761 1.177 0.880 0.230 1.17
O 8.24744 4.78586 -14.45428 0.853 -0.493 1.173 -0.42
C 7.67074 5.44969 -15.44744 2.851 0.554 -4.582 0.40
O 8.29265 5.89056 -16.44258 -2.237 -1.163 3.646 -0.62
O 6.35568 5.40002 -15.33340 -0.183 1.333 -0.958 -0.39
H 5.55105 2.85242 -14.81667 0.470 0.336 -0.301 0.37
H 4.22424 3.98439 -14.76664 -0.229 -0.179 0.185 0.43
H 4.90259 3.21247 -13.27428 -0.215 0.494 0.139 0.14
H 5.48123 5.65501 -13.50579 -0.027 0.194 -0.132 -0.52
H 7.23311 3.53697 -12.98114 0.668 -0.015 -0.454 -0.11
H 7.49446 5.24280 -12.58873 0.260 -0.126 0.097 -0.49
C 9.87843 6.81846 -10.66427 0.035 -0.178 1.337 -0.53
S 10.12743 7.61477 -8.97714 -0.027 -0.578 -0.146 0.31
O 8.98298 8.57982 -8.75588 0.197 -1.126 -0.008 -0.50
C 9.91831 6.08980 -7.84466 -0.165 0.315 -0.753 -0.55
H 10.31820 5.82937 -10.53616 -0.199 -0.117 -0.266 0.41
H 10.39701 7.32488 -11.47834 -0.010 0.341 0.386 0.47
H 8.80342 6.77570 -10.83928 0.072 -0.146 0.017 -0.33
H 10.59688 5.27000 -8.08042 0.436 0.378 -0.422 0.42
H 8.93373 5.62979 -7.92881 -0.168 0.523 0.097 -0.15
H 10.16162 6.40541 -6.83012 -0.251 0.272 -0.134 0.42
C 8.56997 11.14173 -11.68537 -1.307 -0.506 0.428 -0.86
S 6.80256 10.58490 -11.32313 0.468 -0.448 0.553 0.39
O 6.73885 10.11758 -9.87081 -0.082 0.080 -1.261 -0.55
C 6.77749 9.06622 -12.38339 0.215 0.949 0.067 -0.33
H 9.28529 10.38037 -11.37432 -0.131 -0.075 -0.200 0.17
H 8.73104 12.04346 -11.09456 -0.161 -0.055 -0.056 0.36
H 8.56918 11.37434 -12.75026 0.239 -0.083 0.056 0.38
H 7.05815 9.38714 -13.38656 0.592 -0.052 0.063 0.56
H 5.78768 8.63979 -12.54629 -0.079 0.154 0.783 0.13
H 7.46741 8.38104 -11.89082 -0.055 -0.143 -0.368 -0.21
```
Positions in Å, forces in eV/Å.

Properties
E_tot   -3829.79981 hartree
Highest occupied orbital energy   -10.193 eV



Entry 3:
Formula: C4H13N2O
Source: the Open Molecules 2025 dataset
Level of theory: ωB97M-V/def2-TZVPD

```
20
Properties=species:S:1:pos:R:3:forces:R:3:mulliken_charge:R:1
C 0.22613 1.26036 -0.64820 -0.043 0.487 0.704 -0.70
C -0.80416 0.17532 -0.84204 0.068 -0.547 0.739 -0.53
C -1.67406 -0.00601 0.42739 -0.027 -2.269 -3.097 -0.53
C -1.41470 -1.52068 2.16413 0.374 1.212 -1.876 -0.41
N -0.85466 -0.55482 1.47610 -1.970 -0.108 3.441 -0.39
N 1.12951 0.93075 0.51882 0.168 -1.250 -0.052 -0.28
H -0.28903 2.18937 -0.40929 0.317 0.218 -0.144 0.38
H 0.95963 1.37428 -1.41567 -0.156 0.252 -1.076 0.40
H -1.46944 0.35867 -1.66630 0.031 0.450 -0.569 0.39
H -0.28454 -0.77482 -1.04448 -0.268 0.155 -0.004 0.28
H -2.15034 0.92463 0.74149 0.272 0.015 0.280 0.27
H -2.53493 -0.70158 0.14067 0.925 0.725 0.390 0.42
H -1.81547 -2.41365 1.63707 -0.674 0.777 0.248 0.31
H -1.64903 -1.37068 3.21368 1.426 -0.833 0.583 0.30
H 1.97425 1.52099 0.57926 -0.880 0.153 0.418 0.32
H 0.54223 0.71194 1.37141 0.497 0.429 -0.111 0.45
H 1.52039 0.00764 0.28411 0.056 0.041 -0.008 0.30
H 3.47937 -1.13291 -2.04799 0.059 -0.170 0.540 0.30
H 2.43795 -0.31580 -2.67768 -0.308 0.074 0.292 0.31
O 2.67090 -0.66300 -1.80247 0.133 0.190 -0.697 -0.60
```
Positions in Å, forces in eV/Å.

Properties
Charge   +1
E_tot   -344.64541 hartree
Highest occupied orbital energy   -12.856 eV



Gap between HOMO and LUMO across the listed records, respectively: 6.19 3.36 9.15 eV.
ΔE to the lowest compared entry with this formula, charge and spin across the listed records, respectively: 3.367 0.000 3.304 eV.
Strongest force on any atom across the listed records, respectively: 2.6 6.7 4.0 eV/A.